Entry 1:
The following is a DFT calculation (the ωB97M-V functional and the def2-TZVPD basis) of C18H16ClF6N4OPdSSb as an isolated structure.

Results
calculated total energy	-76611.5730	eV
LUMO (spin up / spin down)	-0.1508 / -0.2097	Ha
largest force on an atom	0.61	eV Å⁻¹
energy relative to the best compared isomer or geometry (same formula, charge and spin)	0.0	kJ/mol

```
! wB97M-V def2-TZVPD RIJCOSX def2/J DEFGRID3
* xyz 1 4
Pd -0.51 -0.48 0.16
Cl 4.75 -3.55 3.83
C 3.84 -2.69 2.70
C 4.15 -2.80 1.32
C 3.42 -2.11 0.42
C 2.30 -1.28 0.82
O 1.65 -0.67 -0.05
C 2.01 -1.18 2.25
C 0.99 -0.30 2.79
N 0.15 0.33 2.06
C -0.73 1.35 2.49
C -0.97 1.71 3.79
C -1.83 2.79 4.08
C -2.42 3.51 3.07
C -2.18 3.16 1.72
C -2.74 3.87 0.63
C -2.46 3.48 -0.64
C -1.64 2.36 -0.85
N -1.11 1.68 0.14
C -1.35 2.07 1.43
C 2.79 -1.87 3.14
H 4.95 -3.46 1.01
H 3.61 -2.18 -0.65
H 1.01 -0.14 3.87
H -0.50 1.19 4.60
H -2.00 3.06 5.11
H -3.07 4.34 3.30
H -3.39 4.72 0.83
H -2.87 4.01 -1.50
H -1.41 2.01 -1.85
H 2.60 -1.79 4.21
C -3.44 -3.06 2.94
N -3.14 -2.06 1.93
C -3.21 -2.27 0.62
N -3.72 -3.40 0.17
S -2.73 -1.05 -0.53
H -3.39 -2.58 3.92
H -2.73 -3.88 2.90
H -4.46 -3.43 2.81
H -2.68 -1.20 2.21
H -3.85 -4.19 0.79
H -3.62 -3.60 -0.81
F -0.21 -2.62 1.07
Sb 0.14 -4.42 0.33
F 1.41 -3.59 -0.78
F -1.17 -4.06 -0.97
F 0.48 -6.13 -0.29
F -1.23 -4.99 1.49
F 1.41 -4.53 1.71
*
```



Entry 2:
The following is a DFT calculation (the ωB97M-V functional and the def2-TZVPD basis) of C18H16ClIN3NaO2S2 as an isolated structure at a distorted geometry.

Results
calculated total energy	-74203.4005	eV
LUMO	0.0020	Ha
largest force on an atom	1.50	eV Å⁻¹
energy relative to the best compared isomer or geometry (same formula, charge and spin)	34.3	kJ/mol

```
! wB97M-V def2-TZVPD RIJCOSX def2/J DEFGRID3
* xyz 0 1
Na 0.18 -0.03 0.05
Cl -3.54 -4.57 3.81
C -2.47 -3.31 3.25
C -1.86 -2.49 4.15
C -0.99 -1.48 3.73
I -0.08 -0.25 5.15
C -0.65 -1.24 2.38
O 0.19 -0.36 2.00
C -1.37 -2.10 1.43
N -1.17 -1.85 0.10
C -1.78 -2.59 -0.79
C -2.64 -3.65 -0.45
C -2.87 -3.91 0.86
C -2.25 -3.13 1.86
H -2.05 -2.63 5.21
H -1.60 -2.34 -1.83
H -3.11 -4.24 -1.23
H -3.53 -4.71 1.16
C 1.35 -1.57 -3.15
C 0.41 -0.40 -3.25
N -0.02 0.28 -2.23
C -0.86 1.31 -2.62
C -1.06 1.40 -3.96
S -0.17 0.19 -4.77
C -1.47 2.15 -1.57
C -2.35 3.17 -1.73
S -2.81 3.78 -0.21
C -1.81 2.62 0.58
N -1.17 1.86 -0.25
C -1.72 2.51 2.07
H 1.54 -1.78 -2.10
H 2.30 -1.35 -3.64
H 0.92 -2.46 -3.62
H -1.68 2.10 -4.50
H -2.74 3.58 -2.65
H -2.24 3.33 2.57
H -0.68 2.49 2.39
H -2.16 1.56 2.40
C 2.57 1.40 -0.24
O 2.34 0.02 0.03
H 3.61 1.68 -0.04
H 1.91 2.05 0.34
H 2.37 1.56 -1.30
H 2.32 -0.11 0.99
*
```



Entry 3:
The following is a DFT calculation (the ωB97M-V functional and the def2-TZVPD basis) of C18H16ClNO4 in the gas phase.

Results
calculated total energy	-41129.2229	eV
LUMO	-0.0028	Ha
largest force on an atom	0.65	eV Å⁻¹
SMILES string	O=C(CCNC(=O)c1ccccc1Cl)OCC(=O)c1ccccc1
energy relative to the best compared isomer or geometry (same formula, charge and spin)	0.0	kJ/mol

```
! wB97M-V def2-TZVPD RIJCOSX def2/J DEFGRID3
* xyz 0 1
O -0.07 -0.80 1.06
C -0.27 -1.93 0.69
C 0.78 -2.84 0.11
C 1.38 -2.17 -1.14
N 2.14 -1.00 -0.76
C 3.46 -0.90 -0.99
O 4.10 -1.70 -1.65
C 4.10 0.33 -0.41
C 4.83 1.15 -1.26
C 5.46 2.29 -0.79
C 5.38 2.61 0.56
C 4.67 1.79 1.42
C 4.04 0.66 0.94
Cl 3.20 -0.36 2.06
O -1.47 -2.52 0.73
C -2.56 -1.67 1.02
C -2.79 -0.73 -0.17
O -2.08 -0.80 -1.14
C -3.90 0.23 -0.05
C -4.09 1.13 -1.11
C -5.11 2.06 -1.07
C -5.96 2.10 0.02
C -5.79 1.22 1.08
C -4.77 0.29 1.04
H 1.57 -3.00 0.84
H 0.33 -3.80 -0.15
H 2.07 -2.85 -1.65
H 0.57 -1.88 -1.82
H 1.66 -0.35 -0.16
H 4.90 0.88 -2.31
H 6.02 2.92 -1.46
H 5.87 3.49 0.94
H 4.62 2.02 2.48
H -3.42 -2.32 1.18
H -2.35 -1.07 1.91
H -3.42 1.08 -1.95
H -5.25 2.75 -1.89
H -6.76 2.83 0.06
H -6.45 1.25 1.93
H -4.65 -0.39 1.87
*
```